This record from OMol25 describes a 6-piece molecular cluster, C24H52N2O8P overall in a non-equilibrium geometry. The level of theory is the ωB97M-V functional and the def2-TZVPD basis.

Atoms and positions in Å:
O (0.738, -0.741, 0.456)
P (1.182, -0.952, -0.927)
O (2.055, 0.238, -1.523)
O (2.118, -2.211, -1.072)
C (-0.278, -1.267, -1.994)
C (-0.866, -0.022, -2.643)
N (-1.685, 0.669, -1.595)
C (-2.917, -0.131, -1.312)
C (-2.641, -1.645, -1.395)
N (-1.246, -2.033, -1.222)
H (1.613, 1.090, -1.458)
H (2.458, -2.270, -1.986)
H (0.090, -1.902, -2.809)
H (-1.494, -0.289, -3.488)
H (-0.097, 0.650, -3.014)
H (-1.128, 0.661, -0.729)
H (-1.905, 1.626, -1.854)
H (-3.740, 0.181, -1.949)
H (-3.217, 0.129, -0.299)
H (-3.200, -2.091, -0.576)
H (-3.055, -2.082, -2.302)
H (-1.023, -2.043, -0.234)
C (-0.323, -5.699, 0.803)
C (0.003, -7.138, 0.410)
C (-1.155, -7.474, -0.520)
O (-1.530, -6.246, -1.154)
C (-0.899, -5.150, -0.496)
H (0.538, -5.133, 1.157)
H (-1.084, -5.689, 1.587)
H (0.948, -7.171, -0.136)
H (0.076, -7.819, 1.256)
H (-2.017, -7.854, 0.039)
H (-0.891, -8.204, -1.284)
H (-0.108, -4.761, -1.149)
H (-1.631, -4.363, -0.336)
C (-0.355, 3.270, 2.556)
C (-1.023, 4.392, 1.761)
C (-1.165, 3.762, 0.388)
O (-1.333, 2.345, 0.607)
C (-1.026, 2.034, 1.985)
H (-0.490, 3.355, 3.632)
H (0.717, 3.246, 2.351)
H (-2.009, 4.613, 2.175)
H (-0.454, 5.317, 1.734)
H (-0.261, 3.916, -0.212)
H (-2.022, 4.146, -0.168)
H (-1.964, 1.812, 2.503)
H (-0.393, 1.152, 2.016)
C (-0.401, -0.519, 5.355)
C (0.479, -1.438, 4.510)
C (1.259, -0.433, 3.673)
O (1.394, 0.744, 4.477)
C (0.537, 0.652, 5.618)
H (-0.767, -0.979, 6.271)
H (-1.265, -0.187, 4.772)
H (1.157, -2.001, 5.155)
H (-0.081, -2.148, 3.903)
H (0.721, -0.172, 2.764)
H (2.249, -0.792, 3.389)
H (1.154, 0.474, 6.505)
H (0.012, 1.599, 5.749)
C (5.796, -4.739, -3.755)
C (6.308, -3.394, -4.267)
C (5.052, -2.539, -4.204)
O (4.275, -3.048, -3.111)
C (4.810, -4.309, -2.680)
H (6.580, -5.388, -3.368)
H (5.277, -5.271, -4.554)
H (7.067, -3.000, -3.588)
H (6.735, -3.438, -5.266)
H (4.463, -2.630, -5.122)
H (5.264, -1.483, -4.031)
H (5.309, -4.161, -1.717)
H (3.993, -5.017, -2.541)
C (-3.740, 8.942, 0.295)
C (-3.281, 8.565, -1.111)
C (-1.941, 7.900, -0.830)
O (-2.055, 7.289, 0.460)
C (-3.243, 7.757, 1.110)
H (-4.814, 9.092, 0.382)
H (-3.241, 9.858, 0.618)
H (-3.976, 7.847, -1.552)
H (-3.196, 9.413, -1.788)
H (-1.131, 8.635, -0.796)
H (-1.682, 7.136, -1.565)
H (-3.979, 6.945, 1.118)
H (-3.006, 8.019, 2.142)

Calculated total energy: -1998.24790 hartree
E_LUMO: -2.803 eV
HOMO energy: -11.11 eV
Charge: +1